No. 1
Density functional theory data (the ωB97M-V functional and the def2-TZVPD basis) for an isolated ion of composition C6H15N2 and charge +1.

Geometry (Å):
C 0.4835 -0.6750 -1.2333
H -2.4755 0.4264 2.3711
N 0.2556 -1.7151 -0.2072
C 0.2324 1.3947 1.7795
H -0.2547 -0.7267 -2.0628
H 1.4948 0.9488 -0.4014
N -2.7140 0.7236 1.4433
C -0.4589 0.9024 0.5546
H 2.6971 -1.3393 -1.1070
C -1.7998 0.8065 0.4415
H 1.1846 0.8780 1.9753
H 0.8892 -1.6030 0.5916
H 0.3362 -2.6999 -0.5026
H -0.7164 -1.6170 0.1727
H 2.2535 -0.2806 -2.5379
H 0.5160 2.4546 1.8794
H -3.6993 0.7733 1.2694
H -2.1625 0.8784 -0.6041
H 1.8970 -1.9324 -2.4699
H -0.3995 1.3001 2.6604
C 0.4572 0.7828 -0.6743
C 1.8999 -1.0536 -1.8232
H 0.0837 1.3732 -1.5151

Values from the calculation:
2S+1: 1
HOMO energy (eV): -11.43
Total charge: +1

These are the natural (NBO) partial charges, in e, on atoms 1 to 6: -0.05 0.40 -0.68 -0.65 0.23 0.23

No. 2
Density functional theory data (the ωB97M-V functional and the def2-TZVPD basis) for an isolated molecule of C3H3IN2OS.

Geometry (Å):
H 1.5633 -2.3370 -0.1429
C 0.6233 0.5572 0.7394
N 1.8908 0.9003 0.7297
I -3.1758 -0.7285 0.3617
H -2.1832 -0.9176 -2.0211
O -0.5883 -1.1274 -0.5643
C -1.8036 -0.2509 -1.2765
H -0.0890 1.2845 1.0481
S 2.8981 -0.2408 0.2436
C 0.4618 -0.6593 0.0338
N 1.6028 -1.3894 -0.0449

Values from the calculation:
2S+1: 1
HOMO energy (eV): -7.33
Total charge: 0

These are the natural (NBO) partial charges, in e, on atoms 1 to 6: 0.44 -0.05 -0.52 -0.09 0.12 -0.52

No. 3
Density functional theory data (the ωB97M-V functional and the def2-TZVPD basis) for a 3-piece molecular cluster, C6H14N2 overall.

Geometry (Å):
C 0.0940 -0.5430 1.0479
H -0.6326 0.0446 -3.0126
H -2.0570 -1.0143 -3.0635
H 1.4991 1.8775 -0.6058
C -1.3476 -0.5513 -1.0785
H 2.0652 0.5518 2.4165
H -0.1164 1.8217 -1.2819
C 0.4699 0.0453 -0.1722
H 0.0942 -1.6259 1.0939
H 2.4583 -1.1140 1.8483
C 2.1819 -0.1033 1.5559
H -1.2971 -0.5167 2.5560
H 2.9386 0.3267 0.9040
H -0.4557 -1.6725 -2.6645
N -2.5163 -0.5291 -0.6231
H -0.6639 1.0591 2.0718
H 0.0883 2.1198 0.4032
C -1.1180 -0.8126 -2.5404
H 1.1329 -0.5511 -0.7832
C 0.4835 1.5257 -0.4210
N -0.7272 0.0596 1.9594
H -2.5741 -0.3979 0.3900

Values from the calculation:
2S+1: 1
HOMO energy (spin up / spin down) (eV): -6.38 / -6.38
Total charge: 0

These are the natural (NBO) partial charges, in e, on atoms 1 to 6: 0.12 0.22 0.22 0.22 0.28 0.18

No. 4
Density functional theory data (the ωB97M-V functional and the def2-TZVPD basis) for an isolated molecule of C8H10.

Geometry (Å):
H -2.4717 -0.3197 -0.9432
H -0.1534 -2.4395 0.2525
C 1.2930 -0.8763 0.8804
C -1.4946 0.2269 0.8919
C -0.0982 -0.1844 0.4546
C 0.3061 -1.5080 0.1005
H -1.9998 -0.6068 1.4858
H 2.2149 1.1355 -1.8727
C -2.2587 0.5962 -0.3737
H 1.6279 -1.0002 1.9532
C 1.7443 0.3986 -1.2483
H -1.4372 1.1370 1.5658
C 2.0973 0.3417 0.1156
H -1.4751 1.0328 -1.0298
H 3.1606 0.2656 0.1417
C 0.8324 1.0528 -0.3265
H -3.1771 1.1763 -0.2585
H 1.2891 -0.4286 -1.7895

Values from the calculation:
2S+1: 1
HOMO energy (eV): -7.11
Total charge: 0

These are the natural (NBO) partial charges, in e, on atoms 1 to 6: 0.20 0.22 -0.14 -0.43 0.06 -0.17

No. 5
Density functional theory data (the ωB97M-V functional and the def2-TZVPD basis) for C42H37N7O2ReS2 as an isolated structure.

Geometry (Å):
H 3.3815 2.8519 -2.6935
H 0.8402 -5.5824 -1.3470
C 4.2020 -1.0841 -1.3272
C -1.2734 3.9128 -0.8159
C -1.9521 5.7569 5.0019
H -1.6721 1.5174 4.7861
C -2.8075 3.8605 3.7903
C 5.0435 2.7966 -1.3372
H 2.1987 -2.3431 2.8339
C -3.4669 0.6009 -0.4299
C 3.7154 2.6265 -1.6812
C -0.1450 -5.8421 -4.5771
H -5.5990 0.5051 -0.3482
H 2.4088 -0.5281 -2.3777
N -1.0755 2.6775 0.9819
H 4.8549 -0.8770 -2.1683
C 0.0201 -2.0445 -4.3478
H -2.0957 6.5610 5.7155
C 0.5416 -5.2892 -2.3499
H -1.4476 5.1842 -2.4059
H -3.6290 3.1889 3.5493
C -2.2219 0.0196 -0.7879
C -3.0015 4.9010 4.6979
H -3.1217 -3.3388 -3.1747
H 0.4402 4.4065 3.0011
C -1.3446 2.5381 2.2465
C 0.2542 -6.2464 -3.3086
C -1.7913 -0.5746 4.3032
C -1.4458 1.1502 2.6885
S -1.7199 2.4773 -1.6519
C -1.5715 3.6816 3.1779
H -0.9435 -1.5776 -4.1214
H 0.7860 -1.4482 -3.8439
H -3.4627 1.5814 0.0280
C -0.2302 -4.4894 -4.8732
C -3.6095 -3.2998 -2.1902
C -1.7522 -1.5141 3.2769
C 2.8331 -0.8814 -1.4454
H -1.4368 -2.9592 -1.9986
H -5.6961 -1.7488 -1.4366
H 4.8085 1.9188 1.9281
C -4.6855 -0.0031 -0.6435
C 4.5249 2.1059 0.8976
Re -0.4259 0.9552 -0.0631
C 0.0433 -1.9439 -1.2243
C -3.5758 -1.9152 -1.5740
H 0.1106 6.2449 4.6281
N -1.2542 5.1188 -1.4291
C -2.3488 -1.2615 -1.2956
C 2.2483 1.5403 1.6668
C -1.5083 -1.0773 2.0033
C 3.8683 -1.7723 0.9475
H 5.7535 3.1503 -2.0815
C 1.9871 -1.1003 -0.3663
N 0.5420 -0.9312 -0.5415
H -1.0337 5.9368 -0.8917
O 2.5975 1.6299 2.8286
C 4.7236 -1.5205 -0.1163
H -3.9712 5.0396 5.1645
C 1.6039 -1.9112 2.0234
H 0.3308 -7.3005 -3.0617
C 0.0724 -3.5007 -3.9341
H 1.7193 -3.0752 -1.2002
C -0.7126 5.5790 4.3916
C 5.4600 2.5179 -0.0368
H -1.4406 -1.7572 1.1655
H 4.2694 -2.1302 1.8941
C 2.4895 -1.5806 0.8451
H 0.1815 -1.9578 -5.4236
H 5.7933 -1.6651 0.0012
H -0.3749 -6.5778 -5.3405
H -1.8879 -2.5736 3.4640
N 0.8100 -3.0065 -1.6173
S 1.1327 2.0419 -1.4417
O 1.0213 1.0902 1.3763
C -0.5229 4.5505 3.4804
C -1.6469 0.7643 4.0108
N -1.3374 0.2298 1.7092
C -4.7412 -1.2626 -1.2464
H -4.6390 -3.6244 -2.3379
H -1.9318 -0.8909 5.3299
N -1.0233 3.9642 0.4930
C 2.7653 2.1648 -0.7532
H 6.5013 2.6349 0.2471
C 0.4492 -3.9311 -2.6506
H -0.5139 -4.1757 -5.8752
N -1.2338 -2.0838 -1.5551
C 3.1769 1.9290 0.5611
H 1.1156 -1.0135 2.4123
H 0.8256 -2.6345 1.7508
H -3.1235 -4.0557 -1.5589

Values from the calculation:
2S+1: 2
HOMO energy (spin up / spin down) (eV): -6.75 / -6.74
Total charge: 0

These are the Mulliken partial charges, in e, on atoms 1 to 6: 0.45 0.47 -1.04 0.69 -0.41 0.61

No. 6
Density functional theory data (the ωB97M-V functional and the def2-TZVPD basis) for a 14-piece molecular cluster, C3H34NO15S2 overall.

Geometry (Å):
O 3.7757 -1.2058 1.6934
H -3.7696 2.9827 -2.7050
H -2.1255 1.0255 3.0945
O 0.3196 -0.1691 -4.3855
H 3.0826 0.6869 -1.5011
H -0.8423 -2.0103 -1.0420
H 2.3180 0.9600 3.7171
H 0.0052 -2.4755 -0.0267
H 0.1876 2.2443 -3.8090
H 1.0463 -0.6832 -3.9110
C -1.0607 0.8096 -0.0583
O 1.2167 2.8655 -0.4542
H 1.3101 1.9819 -2.6345
H 1.9005 1.1294 -0.5530
O -1.3071 1.5667 0.8766
H 0.7347 -0.3767 -0.3434
H -4.0250 -0.2225 -3.7253
H 0.7994 -0.2810 5.0107
O -1.6494 1.0504 3.9858
H 0.5737 3.2910 0.1076
O 1.4185 -3.6220 1.1867
H -3.8970 -3.8724 0.8585
H -2.8554 3.1304 0.6426
O 2.0572 1.5901 3.0334
H -3.5358 1.8732 -3.6725
N 0.4166 -0.5101 1.6846
O -1.3652 0.7457 -1.2833
H -1.8098 1.9323 4.1985
S -2.0401 -2.0256 1.2162
H 0.6958 0.4444 2.1323
O 2.6458 -3.6610 -1.0714
O 1.6831 -0.3433 5.0679
H 3.0851 -2.8849 -1.2524
H 3.3609 -2.0294 1.5269
H 1.1687 -1.1714 1.6923
H -3.2841 2.5553 -0.6622
H -0.4540 -0.9394 2.2940
H 0.8594 3.0287 -1.3291
H -1.9130 1.4481 -1.8545
O -3.0835 -0.0467 -3.4480
O 0.7474 2.5168 -3.1116
H 4.0135 -1.2268 2.5465
O 2.2487 0.5194 -1.1679
H 2.1815 -3.8588 0.6616
O -3.2232 2.2242 -2.7157
C -0.7827 -1.6568 0.0297
H 2.6887 2.2442 3.0019
O -3.4522 3.2522 -0.1059
H 0.3993 0.4687 -5.0264
H 1.9435 -1.2502 4.7909
H -2.4710 -0.2525 -4.2111
C -0.1062 -0.3542 0.2494
H 1.1316 -4.5128 1.5981
H 2.9124 -4.4087 -1.4649
S -3.8752 -2.5166 0.6282

Values from the calculation:
2S+1: 1
HOMO energy (eV): -11.93
Total charge: +1

These are the natural (NBO) partial charges, in e, on atoms 1 to 6: -0.92 0.49 0.48 -1.00 0.49 0.31

It is found that the maximum force values, taken in the order of the records, are 2.971, 5.226, 5.210, 5.963, 1.959, 5.760 eV Å⁻¹.
It is found that the energy above the lowest of the compared OMol25 structures with the same formula, charge and spin values, taken in the order of the records, are 39.00, 91.66, 115.03, 219.10, 13.66, 79.94 kcal per mole.